{
  "formula": "C35H47Br2CaN7O4SSbSi3",
  "method": "wB97M-V/def2-TZVPD",
  "homo_ev": -2.601,
  "total_charge": -1,
  "relative_energy_kcal_mol": 104.93,
  "species": ["Ca", "N", "C", "C", "C", "C", "C", "C", "S", "O", "O", "N", "C", "N", "C", "C", "C", "N", "H", "H", "H", "H", "H", "H", "H", "H", "H", "O", "C", "O", "C", "C", "C", "C", "C", "N", "H", "H", "H", "H", "Br", "C", "C", "C", "N", "C", "C", "C", "C", "C", "Br", "C", "C", "N", "H", "H", "H", "H", "H", "H", "C", "Si", "C", "C", "Sb", "Si", "C", "C", "C", "Si", "C", "C", "C", "H", "H", "H", "H", "H", "H", "H", "H", "H", "H", "H", "H", "H", "H", "H", "H", "H", "H", "H", "H", "H", "H", "H", "H", "H", "H", "H", "H"],
  "positions_angstrom": [[0.768, 0.758, -0.401], [3.357, -2.819, 7.099], [2.546, -2.168, 6.153], [2.244, -2.793, 4.937], [1.358, -2.202, 4.033], [0.743, -0.995, 4.368], [0.970, -0.400, 5.607], [1.859, -1.000, 6.503], [-0.425, -0.257, 3.189], [-1.276, -1.415, 2.895], [-1.112, 0.770, 3.975], [0.399, 0.249, 1.923], [1.387, 1.454, 2.016], [1.752, 1.669, 3.285], [2.615, 2.677, 3.542], [3.197, 3.522, 2.614], [2.877, 3.327, 1.294], [2.037, 2.371, 0.898], [4.045, -3.425, 6.663], [3.775, -2.171, 7.758], [2.696, -3.746, 4.680], [1.130, -2.679, 3.085], [0.458, 0.522, 5.867], [2.011, -0.539, 7.474], [2.841, 2.793, 4.599], [3.877, 4.304, 2.921], [3.292, 3.944, 0.507], [0.766, 4.045, -3.227], [0.992, 3.053, -2.458], [0.157, 2.504, -1.675], [2.387, 2.450, -2.460], [3.382, 2.979, -3.286], [4.654, 2.413, -3.274], [4.906, 1.332, -2.438], [3.870, 0.862, -1.648], [2.630, 1.389, -1.638], [3.152, 3.825, -3.928], [5.433, 2.816, -3.911], [5.883, 0.867, -2.403], [4.012, 0.021, -0.977], [6.424, -3.418, -0.013], [4.891, -2.273, -0.090], [4.535, -1.428, 1.069], [3.457, -0.630, 1.000], [2.685, -0.565, -0.080], [2.940, -1.324, -1.227], [4.137, -2.233, -1.195], [2.052, -1.235, -2.439], [2.305, -2.038, -3.677], [1.479, -1.912, -4.720], [1.776, -2.925, -6.315], [0.329, -0.982, -4.633], [0.137, -0.280, -3.506], [0.932, -0.376, -2.450], [5.137, -1.450, 1.971], [3.179, -0.007, 1.833], [4.412, -2.858, -2.035], [3.141, -2.723, -3.758], [-0.349, -0.869, -5.469], [-0.696, 0.405, -3.420], [-2.382, -3.276, 0.257], [-2.994, -2.246, -1.173], [-2.134, -2.819, -2.726], [-4.817, -2.607, -1.381], [-2.290, 0.171, -0.744], [-3.752, 0.771, 1.254], [-3.744, 2.618, 1.517], [-2.975, 0.000, 2.765], [-5.525, 0.207, 1.146], [-3.428, 1.375, -2.683], [-3.420, 3.215, -2.378], [-2.395, 1.069, -4.208], [-5.178, 0.848, -3.035], [-2.601, -4.345, 0.059], [-2.901, -2.963, 1.184], [-1.289, -3.136, 0.374], [-2.355, -3.893, -2.894], [-1.039, -2.678, -2.617], [-2.502, -2.231, -3.590], [-4.943, -3.695, -1.558], [-5.230, -2.067, -2.247], [-5.379, -2.339, -0.472], [-2.698, 2.977, 1.606], [-4.297, 2.856, 2.449], [-4.245, 3.122, 0.672], [-1.933, 0.368, 2.869], [-2.967, -1.103, 2.664], [-3.557, 0.283, 3.666], [-6.004, 0.623, 0.239], [-6.069, 0.560, 2.046], [-5.559, -0.895, 1.135], [-2.383, 3.559, -2.185], [-4.064, 3.456, -1.514], [-3.821, 3.734, -3.273], [-1.360, 1.425, -4.028], [-2.830, 1.621, -5.066], [-2.376, -0.013, -4.440], [-5.807, 0.987, -2.135], [-5.185, -0.206, -3.359], [-5.578, 1.466, -3.865], [-0.542, 2.014, 0.666]],
  "lowdin_charge": [0.961, 0.066, -0.341, -0.047, -0.067, -0.269, -0.064, -0.042, 0.575, -0.385, -0.335, -0.270, -0.321, 0.086, -0.125, -0.086, -0.164, 0.035, 0.079, 0.079, 0.100, 0.111, 0.108, 0.101, 0.102, 0.091, 0.115, -0.043, -0.603, -0.235, -0.156, 0.002, -0.066, -0.042, -0.151, -0.001, 0.114, 0.100, 0.101, 0.050, 0.727, -0.642, -0.048, -0.144, -0.056, -0.172, -0.068, -0.100, -0.068, -0.646, 0.721, -0.057, -0.206, 0.013, 0.105, 0.105, 0.093, 0.089, 0.105, 0.019, -0.238, 0.236, -0.243, -0.228, 0.917, 0.269, -0.236, -0.275, -0.237, 0.268, -0.215, -0.240, -0.232, 0.031, 0.026, 0.032, 0.036, 0.018, 0.021, 0.031, 0.007, 0.011, 0.015, 0.033, 0.002, -0.090, 0.031, 0.066, 0.013, 0.034, 0.008, 0.039, 0.012, 0.035, 0.024, 0.053, 0.023, 0.023, 0.009, 0.034, -0.057]
}

***

{
  "formula": "C2H3F2P",
  "method": "wB97M-V/def2-TZVPD",
  "homo_ev": [-8.912, -8.849],
  "total_charge": 0,
  "relative_energy_kcal_mol": 107.35,
  "species": ["C", "C", "F", "F", "P", "H", "H", "H"],
  "positions_angstrom": [[0.171, 0.772, 0.618], [1.090, -0.155, 0.269], [2.410, -0.034, 0.146], [0.641, -1.370, -0.136], [-2.599, -0.565, -1.136], [0.418, 1.895, 0.849], [-0.825, 0.435, 0.607], [-1.306, -0.978, -1.217]],
  "lowdin_charge": [0.053, -0.413, 0.115, 0.038, 0.509, 0.115, -0.042, -0.375]
}